1.
Below is a 5-piece molecular cluster, C36H57FN4O21PS4 overall, with properties calculated with ωB97M-V/def2-TZVPD.

Structure (XYZ):
```
124
Properties=species:S:1:pos:R:3:forces:R:3
S -8.654948 3.001814 -3.871335 -0.8818 -0.1228 0.4691
S -2.416502 -4.477956 1.843375 -0.3118 -0.4273 0.0461
S -2.927595 -9.384460 -0.116587 0.4758 -0.7122 0.2864
S 9.225004 5.073046 2.298750 0.4528 0.1608 -0.1240
P -4.875650 2.517176 -2.334877 -2.9742 0.2545 -1.6563
F -2.189766 -1.734209 -4.526984 2.0075 1.7522 1.7148
O -3.985118 -8.404730 -0.207001 1.1622 -1.2503 0.3226
O 3.750290 -1.583689 3.368582 -8.4193 0.8908 -2.0749
O -2.857378 -5.860758 2.585928 0.7276 1.0254 -0.7877
O -9.567002 2.281315 -5.014548 0.5351 0.4887 1.0772
O -2.613001 -3.380110 2.761267 0.5719 -1.0700 -1.2741
O 1.951856 -0.030614 -3.228572 -4.0620 1.8134 7.4212
O -3.252244 -10.596363 -1.157641 0.3783 0.7499 0.9531
O -2.498796 -9.967895 1.135158 -1.0010 1.0349 -1.5715
O -4.882782 4.158353 -3.015817 -0.0521 -2.2405 1.7112
O -1.612284 -8.795936 -0.880800 -1.2665 0.0254 0.3170
O -7.840068 4.013406 -4.503044 -0.5374 -0.9352 1.0114
O -9.495996 3.269433 -2.725845 1.3124 -0.0029 -1.7292
O 10.685917 5.377883 2.956952 -0.9734 -0.6988 -0.4454
O 8.360382 5.102407 3.680584 0.4670 0.2938 -1.0143
O 1.689989 -0.369495 3.650967 0.3392 -3.3235 -1.1447
O 2.300342 -0.049242 -0.852094 -2.3889 1.9003 -3.0611
O -1.167677 -4.714687 1.153792 -1.2027 0.5941 1.0780
O -7.707410 1.721775 -3.519063 -0.2951 1.0344 -0.5803
O -3.611788 -4.443295 0.734088 0.7603 0.6423 1.1326
O 8.841311 6.217381 1.502253 0.3797 -1.6698 0.8722
O 9.227515 3.722552 1.786340 -0.0847 1.7583 0.3496
N -5.756103 2.586270 -0.785768 2.1371 1.1462 -0.9166
N -3.152150 1.989653 -2.089998 5.0940 -0.5513 1.1756
N -3.135878 4.250256 2.359645 -0.3580 -2.2060 -5.8119
N 5.364845 3.820841 0.602677 -2.7725 5.1769 -2.3522
C 4.765779 0.164615 0.028598 0.5681 -0.7028 0.0476
C 5.868579 2.462549 1.038142 0.2168 -0.3263 0.9656
C -0.151608 2.223485 2.546997 -0.4149 0.4462 -0.0271
C -0.091246 0.849189 -1.954855 -4.1432 0.6832 0.1742
C -0.354618 -2.502465 -2.984818 -0.5658 -0.1774 0.4927
C 3.654920 5.518800 -0.629981 5.4858 -3.2771 3.8658
C -2.174886 2.690808 -1.161695 1.8253 -2.4026 -1.6752
C -8.297100 0.544570 -4.066086 -0.6514 -0.5373 -0.0298
C 1.422486 0.224054 -1.999571 4.3321 -1.4476 -4.9460
C 1.850967 -2.613383 2.013963 2.1089 -2.0888 -2.4074
C 2.785962 -3.368978 1.088875 -1.7784 2.0796 2.4227
C -1.246454 0.109515 -2.907578 -1.9570 3.0219 1.5995
C -0.905953 -2.606398 -1.444552 0.6401 -0.9893 0.5932
C -2.756474 0.748993 -2.918322 3.2897 0.3859 1.1948
C -2.701391 3.984501 -0.282909 -0.3860 -0.0029 0.7524
C -4.237320 -5.723640 0.687119 0.1434 -0.9580 -0.2408
C -9.010495 1.007097 -5.333704 0.5196 -0.4763 -0.3258
C 0.729941 1.866594 1.212242 0.7311 0.3636 0.2886
C -2.429471 -10.462097 -2.315314 0.2475 0.3134 -0.6776
C 9.248229 5.150134 4.796219 0.5458 -0.2793 0.5475
C 4.850900 6.336001 0.150232 -0.5158 -4.6400 0.1405
C -0.837162 -0.423786 2.974479 -0.0385 -0.4593 0.1320
C -0.601207 2.131075 -1.069818 -1.3945 -0.8268 -1.4157
C 0.334261 -0.751807 4.073424 -1.9199 -1.5756 0.3367
C 5.842016 5.229445 0.890904 -2.9522 0.8738 -2.1041
C -4.138545 -6.268957 2.109297 -0.9122 -0.0414 -0.1295
C -1.164659 -9.754245 -1.836863 0.3021 -0.7858 -0.1727
C -1.323682 1.140517 2.920625 0.0330 -0.2907 0.8641
C 10.503751 5.854078 4.288430 -0.3018 0.5598 0.4785
C -3.349604 3.549432 1.192725 0.5526 1.6721 3.2766
C 0.477235 2.874447 -0.068853 -0.2325 -0.7585 -0.4067
C 3.724398 0.058161 -1.258268 2.5880 -0.2166 -0.3180
C 5.921717 1.347122 -0.188160 -0.1019 0.6151 0.3288
C 4.129860 3.993373 -0.260987 0.0869 1.8148 0.1596
C 2.433031 -1.491650 3.057785 6.1557 -0.1511 0.9098
C -0.979513 -1.215843 -3.836305 1.3915 -1.0566 -0.0700
H -4.900676 -5.822772 2.756309 0.0406 -0.0469 -0.0693
H -0.182695 -0.977004 -4.674425 -1.9235 -0.1195 1.6610
H 6.798357 5.461857 1.546061 -2.5975 -0.6273 -1.7812
H 1.469781 3.058284 -0.704101 -2.2008 -0.4861 1.4711
H -2.283313 1.194908 2.243310 2.0081 0.0395 1.0765
H 0.309950 -1.933732 4.239149 0.0532 2.5316 -0.3257
H -5.271468 -5.635280 0.345795 0.2130 0.2261 0.1016
H -3.565292 0.233524 -3.623112 1.7963 1.5318 1.8913
H 0.498764 0.780837 0.842233 0.8277 2.0137 0.9217
H -2.968917 -9.852967 -3.047780 0.0887 -0.0668 0.0226
H -4.227865 -7.358130 2.140920 0.2730 0.2524 0.0081
H -3.552018 4.609200 -0.816584 1.8135 -1.5405 0.6149
H -0.758388 -1.645052 -0.793999 -0.1959 -1.6560 -1.3755
H 0.051609 -0.298909 5.140746 1.0251 -0.6078 -2.4669
H 9.468650 4.121797 5.100331 0.0090 0.1152 0.0106
H -3.674912 -6.348694 -0.014548 -0.2437 0.2328 0.2378
H 4.206897 0.265832 1.061024 1.0363 -0.0066 -2.1426
H 0.547964 2.333816 3.505381 -1.4222 -0.2998 -2.2648
H -5.521620 1.794808 -0.147282 -0.3145 0.9395 -0.7229
H -0.263621 -3.460015 -0.911268 -1.4872 1.8935 -1.1349
H 0.711114 -2.937219 1.929790 2.6349 0.8048 0.6960
H -1.691634 1.413061 4.020853 0.6931 -0.5491 -2.3669
H 5.779268 1.946815 -1.193264 0.1942 -1.3163 1.9536
H -4.080782 2.610356 1.283832 1.8949 2.1691 -0.3512
H 11.381489 5.633188 4.900438 -0.0847 -0.1156 -0.3203
H -1.841444 4.770694 -0.040748 -1.6634 -2.0460 -0.7632
H 6.928849 2.606920 1.527261 -2.1219 -0.1472 -1.1530
H -5.672290 4.275315 -3.621819 0.8838 -0.5959 0.8237
H -9.797658 0.313356 -5.640904 -0.0037 0.3205 0.1349
H 5.144997 2.088044 1.902947 1.5238 0.6690 -1.8621
H 3.652664 2.967095 -0.563976 0.8567 2.2926 0.5171
H 8.784406 5.683805 5.630088 -0.0903 -0.0456 -0.3273
H -0.458096 -0.851734 1.933597 -0.7944 1.0853 2.0218
H -2.028785 -2.941332 -1.345010 2.1730 0.7615 -0.4714
H -0.628057 -9.263655 -2.652431 -0.1907 0.1383 0.2557
H 10.356213 6.938243 4.242080 0.0130 -0.0972 0.0928
H -0.713817 -3.474491 -3.542823 0.7078 2.0833 0.9204
H 2.734731 5.880679 -1.257894 2.2027 -0.9373 1.4248
H -8.302386 1.141434 -6.157770 -0.0584 -0.0734 0.0665
H 0.121765 3.906879 0.351362 0.4690 -1.9762 -1.1431
H 3.883780 -2.991913 0.833607 -2.5287 -0.8614 1.1269
H 4.042620 -0.926626 -1.841418 -0.9690 2.3525 0.9505
H -0.491910 -10.451566 -1.326486 -0.0524 0.0355 -0.1218
H 4.884778 7.510401 0.154732 0.3499 -2.7835 0.2475
H -0.654034 3.288804 2.356590 1.0208 -2.2905 0.6424
H -2.215184 -11.443548 -2.746719 -0.1516 0.1032 0.2946
H -2.505585 5.064186 2.120724 -0.6322 -0.9135 0.3575
H -1.777407 -1.097227 3.257535 2.0547 1.4934 -0.5237
H -7.533819 -0.210269 -4.269538 0.0445 0.3246 0.0737
H 0.833563 -2.517440 -2.994538 -2.6526 0.3953 -0.0597
H 2.488036 -4.404025 0.579419 0.1853 2.7679 1.0877
H -9.010251 0.152348 -3.333345 0.0553 -0.0221 -0.1173
H 5.386152 -0.850568 0.099930 -1.6101 2.0825 -0.1640
H 3.928547 1.039790 -1.902844 -0.8634 -2.3443 1.1505
H 1.872522 2.020583 1.518294 -2.4544 -0.7116 -0.8486
H -5.692460 3.518159 -0.320634 -0.1520 -1.1265 -0.1479
H 7.008959 0.883719 -0.220888 -2.4008 0.8618 0.1514
```
Forces are in eV/Å.

Results
Multiplicity: 1
Total energy, Eh: -5237.765535
Charge: +1

***

2.
Below is a 3-piece molecular cluster, C36H58BrClO9Si overall, with properties calculated with ωB97M-V/def2-TZVPD.

Structure (XYZ):
```
106
Properties=species:S:1:pos:R:3:forces:R:3
Br -0.140099 -1.737418 2.204663 -0.1775 0.1065 -0.2291
Cl -3.612704 -1.778750 1.990695 0.5426 -0.2537 -0.3409
Si -1.886270 -2.244594 0.890709 -0.6062 -0.5284 0.1733
O -3.055161 1.679032 -6.891030 -0.1466 -0.0699 -0.0740
O -4.943322 3.616373 1.652066 -0.0452 0.1456 0.0396
O -2.921351 1.855564 -9.038169 -0.0275 -0.0500 0.0052
O 2.416897 0.199138 -2.197400 -0.3292 0.0673 0.4443
O -1.645479 0.302293 -8.004193 -0.0544 -0.0288 -0.0334
O -6.219834 4.272323 0.039628 -0.0182 0.0152 0.0508
O -0.576603 0.226658 -2.168614 -0.1713 -0.6127 0.2069
O -6.946904 2.600560 1.375915 -0.0207 0.0479 0.0134
O -0.525562 -6.153652 0.400378 -0.3040 0.1640 0.4431
C -7.402547 4.109376 -0.744379 -0.1901 0.0739 -0.2080
C 1.443209 2.894365 4.131728 -1.3189 1.0215 0.3696
C -2.462249 1.186338 -7.976946 0.0408 0.1427 0.0854
C -0.974518 -0.082616 -0.840750 -0.2375 0.3237 0.2056
C 3.844500 -5.081205 1.566904 0.2536 -0.0258 -0.0021
C 0.807585 1.696742 3.406963 0.0018 0.5901 -0.6018
C 2.566235 -5.555286 1.773031 -0.5212 0.4191 1.0048
C -1.904284 -4.126005 0.684473 0.4345 -0.2188 0.1738
C 2.417274 2.037790 -0.670644 -0.7933 1.1814 -1.0582
C 0.471261 -6.784114 1.187737 0.2887 -0.9108 -0.2873
C 1.896199 -6.359664 0.871421 -0.2717 0.1670 0.3910
C -2.646839 1.091667 -5.645985 0.2082 -0.0969 0.4918
C 5.028807 3.372423 2.630446 -0.9799 0.4473 -0.0944
C 3.783385 0.617905 1.177022 0.3193 -0.5339 0.3357
C 3.483893 0.040139 -0.036022 -0.1695 -0.5212 -0.6788
C -2.301250 1.488608 -10.271037 0.0338 0.0057 -0.2834
C 1.716408 2.589508 5.642704 -0.0177 -0.8216 -0.7450
C -0.498297 -4.727758 0.515392 0.0410 0.2369 -0.9848
C 1.596984 -0.956231 -2.087322 -0.3690 -0.8407 -0.2243
C 4.501245 -5.455595 0.408396 0.2401 0.5678 0.4150
C 2.766061 0.751745 -0.982281 0.2195 -0.3906 0.1867
C 2.715384 2.627933 0.538888 0.0822 0.0112 -0.0290
C 3.737802 2.518977 2.887540 0.9967 0.2691 -0.5237
C -4.654525 2.748848 2.758556 0.2017 -0.3338 0.3096
C 3.845470 -6.261540 -0.500040 0.9810 -0.1171 -0.8713
C 0.226580 -0.782630 -2.746965 0.9615 0.3374 -0.7306
C -1.304145 1.620884 -5.191587 0.2421 0.0792 -0.2207
C 0.145655 -4.166271 -0.787626 0.6087 0.1784 1.1882
C 2.662732 3.510888 3.404181 0.1754 -0.8950 0.3177
C 4.146293 1.434238 3.904056 0.3356 0.1203 -0.3908
C 3.396546 1.910553 1.504664 -0.0816 0.0228 1.1598
C -4.224460 1.374588 2.290251 -0.1635 0.1232 -0.2314
C -1.949850 -1.284959 -0.725452 -0.0041 0.5123 0.3387
C 0.334577 4.018280 4.136021 0.7638 -0.0469 0.3291
C -6.120346 3.416445 1.060169 0.1330 -0.0442 -0.0630
C 2.569781 -6.720631 -0.285005 -0.6517 -0.3725 -0.2440
H 4.792128 4.065069 1.809806 0.3116 -0.1531 0.0670
H 1.437582 -1.287204 -1.052410 0.3608 0.3469 -0.0182
H 3.164756 4.191273 4.107223 -0.1763 -0.0662 -0.1039
H -0.605367 -3.796826 -1.489280 0.1892 -0.1639 -0.0244
H -2.644485 0.003777 -5.723295 0.0601 0.0295 -0.1852
H -2.845813 1.991334 -11.066166 -0.0975 0.0882 0.1561
H 0.099820 -4.452798 1.391486 0.0041 -0.0453 -0.2000
H 3.393221 0.656128 4.057639 0.0125 0.2975 0.2621
H 2.082270 -7.352816 -1.026155 0.0791 0.0939 0.1190
H 2.100612 -1.796080 -2.592412 -0.1101 0.1938 0.0246
H -1.313063 2.711585 -5.155201 -0.0974 -0.0136 0.1023
H -0.676231 3.602075 4.209733 0.1739 0.0286 -0.0578
H -2.964930 -0.867511 -0.788850 0.1261 -0.2699 -0.0128
H 5.887208 2.754039 2.355923 -0.0946 0.1301 0.0852
H 4.338640 -0.010405 1.866981 -0.1227 0.2488 0.0570
H 4.311698 -4.441588 2.311323 -0.0185 -0.1076 -0.1545
H 0.396082 -7.857954 0.964414 -0.1959 0.2445 -0.0040
H -3.390791 1.455048 1.589004 0.0913 0.0177 0.1215
H 5.507568 -5.085086 0.229047 -0.1446 -0.1871 -0.1318
H -0.511388 1.330666 -5.882109 -0.0577 -0.0882 -0.0068
H -7.356142 3.174279 -1.301678 -0.0751 -0.0437 0.1014
H 0.264855 -6.685303 2.265922 0.0719 0.2710 -0.2214
H 0.511748 2.034295 2.399584 0.1299 -0.1928 0.1370
H -0.091260 -0.155038 -0.189850 -0.1583 -0.2562 -0.1667
H 5.033600 0.923139 3.507859 -0.1322 0.0984 0.1648
H 0.924564 2.986188 6.285618 0.1884 0.0565 -0.1231
H 4.474551 1.903599 4.838162 -0.3394 -0.1802 -0.0254
H -3.918261 0.758938 3.134006 0.0274 0.0699 0.0254
H -1.520013 0.798287 -0.479460 0.2033 -0.0834 -0.1566
H 0.406966 -0.474605 -3.786082 -0.1751 0.0329 0.2141
H 1.879571 2.630131 -1.411342 0.0321 -0.2311 0.0623
H -1.874038 -2.013073 -1.539611 0.2305 0.1714 0.1051
H -0.247650 -1.775078 -2.803106 -0.1038 0.2219 0.2270
H -5.510571 2.693998 3.431589 -0.1069 0.0042 -0.1633
H 5.224579 4.010368 3.502760 0.3032 -0.3632 -0.0658
H 0.504758 4.627441 5.033000 -0.1717 0.1907 -0.3468
H 3.774539 -0.980584 -0.282362 0.0815 0.1573 0.2383
H -1.265323 1.825936 -10.283772 0.0234 -0.1268 0.0356
H 1.478034 0.845670 3.268449 -0.2090 -0.0096 0.1941
H 0.828618 -3.361101 -0.471800 -0.2933 0.1059 -0.3950
H -7.438085 4.937633 -1.447313 0.1854 0.0408 0.0773
H -1.054992 1.236113 -4.202873 -0.1144 0.0746 0.0123
H 2.054467 -5.271906 2.695064 0.0574 -0.0554 -0.1809
H -3.411965 1.363290 -4.919876 -0.1235 0.1174 -0.2054
H -8.294690 4.135825 -0.121790 0.0484 -0.1172 0.0400
H -3.840273 3.221989 3.306360 -0.0243 0.1990 -0.1764
H 0.423971 4.664084 3.255275 -0.2859 -0.1632 0.0929
H -5.034090 0.863767 1.770413 -0.0510 0.0161 0.1004
H 0.790326 -4.923311 -1.237562 -0.2982 0.0815 -0.0998
H 2.389880 3.651776 0.694396 0.0849 -0.1639 0.0355
H -2.382738 -4.542750 1.581425 -0.0272 0.0350 -0.2520
H 4.392505 -6.523980 -1.404387 -0.2761 -0.1036 0.0760
H -0.134825 1.417983 3.894991 0.3728 -0.2274 0.1280
H -2.484387 -4.394644 -0.210787 -0.1255 0.1006 0.2919
H 2.688932 2.987616 5.947949 -0.2374 -0.1131 0.1557
H 2.311977 4.132323 2.574457 0.1125 -0.1391 0.1420
H -2.351985 0.413653 -10.433038 0.0874 0.0007 0.0986
H 1.689163 1.499060 5.779558 0.3598 0.2353 0.1985
```
Forces are in eV/Å.

Results
Multiplicity: 1
Total energy, Eh: -5407.506312
Structure (SMILES): C[C@@H](C[Si@@](Cl)(Br)CCOCCOc1ccc(C(C)(C)CC(C)(C)C)cc1)OCc1ccccc1.CCOC(=O)OC.CCOC(=O)OC

***

Number 1: highest occupied orbital energy -8.99 eV. Number 2: highest occupied orbital energy -8.66 eV.